A molecular structure, C18H45BrCuN5O2P2Se, computed with the ωB97M-V functional and the def2-TZVPD basis.

Energy above the lowest of the compared OMol25 structures with the same formula, charge and spin   0.0 kcal per mole
Maximum force   0.0026 Eh/bohr
HOMO level (alpha / beta)   -10.5 / -10.7 eV
Molar mass   647.9 g/mol
HOMO-LUMO gap (alpha / beta)   8.246 / 7.182 eV
Total energy   -229547.5169 eV
Lowest unoccupied orbital energy (alpha / beta)   -2.21 / -3.47 eV

The geometry in ORCA input format:
```
! RIJCOSX wB97M-V def2-TZVPD def2/J DEFGRID3
* xyz 1 2
Cu -0.324 -0.518 0.417
Se 4.261 0.162 1.311
C 2.630 0.201 0.566
N 1.577 0.182 0.073
C -2.390 4.841 -2.424
C -1.539 3.597 -2.629
N -0.971 3.066 -1.387
C 0.195 3.773 -0.843
C -0.129 4.674 0.343
C -1.484 2.006 -0.750
C -2.692 1.327 -1.328
N -0.973 1.520 0.360
H -2.814 5.160 -3.376
H -1.799 5.668 -2.029
H -3.210 4.645 -1.732
H -0.703 3.818 -3.294
H -2.119 2.818 -3.115
H 0.608 4.364 -1.660
H 0.961 3.042 -0.573
H -0.886 5.412 0.081
H 0.772 5.203 0.653
H -0.479 4.099 1.199
H -2.450 0.856 -2.282
H -3.500 2.037 -1.503
H -3.025 0.556 -0.640
H -0.151 2.037 0.665
N -2.120 1.090 3.029
C -1.104 1.453 4.061
P 0.512 1.091 3.250
O 0.935 2.320 2.507
O 0.270 -0.236 2.606
C 1.816 0.932 4.555
N 3.000 1.646 3.990
H -1.883 1.480 2.084
H -3.066 1.363 3.285
H -2.124 0.068 2.823
H -1.277 0.837 4.943
H -1.210 2.505 4.314
H 2.072 -0.109 4.736
H 1.528 1.414 5.488
H 3.686 1.910 4.693
H 2.636 2.468 3.479
H 3.473 1.073 3.237
Br -2.461 -1.465 1.165
C -1.928 -3.227 -2.088
C -0.700 -3.745 -1.337
C -1.115 -4.633 -0.162
P 0.413 -2.362 -0.846
C 1.879 -3.088 0.015
C 2.426 -4.380 -0.592
C 1.623 -3.228 1.518
C 1.083 -1.664 -2.431
C 1.235 -2.663 -3.579
C 0.286 -0.441 -2.893
H -2.542 -4.074 -2.398
H -1.665 -2.668 -2.985
H -2.537 -2.589 -1.447
H -0.100 -4.348 -2.026
H -1.625 -4.061 0.611
H -0.268 -5.146 0.289
H -1.806 -5.396 -0.524
H 2.637 -2.310 -0.112
H 1.691 -5.185 -0.588
H 3.278 -4.714 0.003
H 2.780 -4.244 -1.612
H 0.879 -3.993 1.736
H 1.283 -2.290 1.959
H 2.553 -3.517 2.011
H 2.077 -1.313 -2.138
H 0.267 -2.981 -3.967
H 1.795 -3.554 -3.301
H 1.770 -2.182 -4.400
H -0.747 -0.702 -3.132
H 0.739 -0.030 -3.798
H 0.287 0.344 -2.136
*
```

***

4 unconnected molecules or ions with the total composition C18H45ClN3O10 at a distorted geometry, computed with the ωB97M-V functional and the def2-TZVPD basis.

Energy above the lowest of the compared OMol25 structures with the same formula, charge and spin   79.6 kcal per mole
Maximum force   0.0659 Eh/bohr
HOMO level   -5.7 eV
Molar mass   499.0 g/mol
HOMO-LUMO gap   8.057 eV
Total energy   -56850.7401 eV
Lowest unoccupied orbital energy   2.38 eV

The geometry in ORCA input format:
```
! RIJCOSX wB97M-V def2-TZVPD def2/J DEFGRID3
* xyz -1 1
Cl -3.734 -0.448 -1.665
O -3.697 0.276 -0.440
O -5.080 -0.494 -2.228
O -2.840 0.274 -2.544
O -3.279 -1.800 -1.338
C 2.174 -7.117 -5.953
O 1.833 -5.743 -5.556
C 0.472 -5.746 -5.162
C 0.203 -4.317 -4.501
N 0.581 -3.011 -5.189
C -0.148 -2.828 -6.515
C 0.283 -1.523 -7.165
O 1.692 -1.408 -7.248
C 2.158 -0.400 -8.098
H 1.643 -7.416 -6.857
H 1.977 -7.732 -5.075
H 3.255 -7.247 -6.011
H 0.232 -6.568 -4.488
H -0.205 -5.776 -6.015
H 0.883 -4.429 -3.657
H -0.837 -4.331 -4.176
H 0.230 -2.298 -4.565
H -1.223 -2.832 -6.331
H 0.164 -3.688 -7.107
H -0.116 -0.740 -6.520
H -0.172 -1.317 -8.134
H 3.206 -0.554 -7.838
H 1.951 0.589 -7.689
H 1.950 -0.613 -9.146
C -2.260 2.451 7.316
O -2.087 2.090 5.971
C -3.343 1.695 5.284
C -3.988 0.294 5.744
N -3.063 -0.821 5.667
C -2.469 -1.033 4.420
C -1.598 -2.204 4.384
O -0.376 -1.864 4.955
C 0.724 -2.652 4.349
H -1.283 2.603 7.774
H -2.656 1.668 7.962
H -2.965 3.278 7.410
H -3.139 1.653 4.214
H -4.128 2.422 5.495
H -4.941 0.121 5.245
H -4.182 0.399 6.811
H -2.233 -0.793 6.241
H -1.849 -0.233 4.015
H -3.207 -1.247 3.648
H -1.413 -2.450 3.338
H -2.097 -3.100 4.753
H 0.803 -3.616 4.851
H 1.607 -2.057 4.582
H 0.576 -2.994 3.325
C 1.688 5.324 -2.625
O 1.845 4.768 -1.298
C 0.617 4.782 -0.526
C 0.505 3.550 0.446
N 1.515 3.795 1.485
C 1.332 2.833 2.564
C 2.417 3.070 3.593
O 3.693 3.193 2.994
C 4.607 3.806 3.982
H 1.336 4.563 -3.322
H 2.658 5.520 -3.082
H 1.004 6.173 -2.622
H -0.095 4.733 -1.350
H 0.472 5.719 0.011
H 0.720 2.606 -0.053
H -0.436 3.495 0.993
H 1.224 4.620 1.990
H 1.419 1.804 2.216
H 0.375 2.958 3.070
H 2.324 2.232 4.285
H 2.133 3.959 4.156
H 5.614 3.781 3.566
H 4.567 3.456 5.014
H 4.480 4.888 3.971
*
```

***

A molecular structure, C18H45CrLi2N3O12PS2 at a distorted geometry, computed with the ωB97M-V functional and the def2-TZVPD basis.

Energy above the lowest of the compared OMol25 structures with the same formula, charge and spin   82.4 kcal per mole
Maximum force   0.1689 Eh/bohr
HOMO level (alpha / beta)   0.2 / -0.9 eV
Molar mass   656.6 g/mol
HOMO-LUMO gap (alpha / beta)   3.014 / 4.092 eV
Total energy   -108232.2586 eV
Lowest unoccupied orbital energy (alpha / beta)   3.17 / 3.17 eV

The geometry in ORCA input format:
```
! RIJCOSX wB97M-V def2-TZVPD def2/J DEFGRID3
* xyz -2 4
Cr -4.339 -0.199 0.920
Li -1.731 0.964 2.969
Li -1.346 -1.934 -1.051
P -2.169 0.138 -0.071
O -2.974 -1.168 -0.054
O -2.386 0.139 1.423
O -3.480 0.853 -0.502
O -0.921 -0.118 -0.867
S -4.678 0.926 3.317
O -5.898 1.414 3.958
O -3.416 1.094 3.968
O -4.794 -0.476 2.857
O -4.609 1.453 1.959
S -6.812 -0.676 -0.129
O -6.087 0.548 0.173
O -8.040 -0.746 0.632
O -6.958 -0.741 -1.591
O -5.798 -1.527 0.489
C 0.662 -2.592 0.538
C 0.684 -3.763 -0.386
N -0.499 -3.802 -1.230
C -0.221 -3.860 -2.651
C 0.460 -2.655 -3.274
C -1.415 -4.786 -0.657
C -2.842 -4.561 -1.117
H -0.248 -2.440 1.118
H 0.701 -1.654 -0.015
H 1.430 -2.695 1.305
H 1.557 -3.636 -1.026
H 0.786 -4.744 0.078
H -1.142 -3.934 -3.229
H 0.327 -4.769 -2.900
H 1.550 -2.689 -3.267
H 0.069 -1.760 -2.791
H 0.140 -2.490 -4.303
H -1.082 -5.756 -1.026
H -1.370 -4.895 0.427
H -3.531 -5.272 -0.662
H -3.157 -3.546 -0.877
H -2.876 -4.745 -2.191
C 6.178 1.497 -3.769
C 4.673 1.377 -4.203
N 3.773 1.669 -3.202
C 3.446 0.483 -2.390
C 2.716 0.658 -1.066
C 2.620 2.565 -3.496
C 2.902 3.900 -4.039
H 6.504 2.344 -3.165
H 6.847 1.565 -4.627
H 6.354 0.633 -3.128
H 4.593 2.102 -5.013
H 4.461 0.468 -4.766
H 2.929 -0.155 -3.106
H 4.375 -0.064 -2.229
H 1.694 0.938 -1.324
H 2.695 -0.081 -0.266
H 3.120 1.554 -0.594
H 2.133 2.696 -2.530
H 1.882 2.168 -4.194
H 3.333 4.006 -5.035
H 3.653 4.342 -3.384
H 2.057 4.577 -3.916
C -0.350 2.764 1.428
C 0.297 3.056 2.742
N -0.081 1.867 3.652
C 0.226 2.179 5.027
C -0.607 3.254 5.643
C 0.853 0.797 3.127
C 0.525 -0.647 3.551
H -0.353 1.713 1.138
H -0.003 3.336 0.568
H -1.412 2.985 1.535
H 1.349 3.269 2.550
H -0.034 3.962 3.249
H 0.116 1.233 5.557
H 1.227 2.565 5.220
H -0.397 3.456 6.694
H -0.273 4.227 5.284
H -1.672 3.027 5.614
H 1.844 1.069 3.490
H 0.963 0.755 2.043
H 0.278 -0.586 4.610
H 1.355 -1.341 3.417
H -0.334 -1.082 3.041
*
```

***

Which of these has the lowest molar mass?
C18H45ClN3O10